(1)
44
Properties=species:S:1:pos:R:3:mulliken_charge:R:1 method="wB97M-V/def2-TZVPD" orbital_gap_ev=5.07 molar_mass_g_mol=358.19 de_lowest_kj_mol=0.00 largest_force_ev_per_a=1.42 lumo_energy_ev=-1.323 total_energy_ev=-33450.4125
C 2.086 -1.955 -0.778 -0.8701
C 3.435 -1.740 -1.437 -0.1123
F 4.424 -2.455 -0.733 -0.3318
Nb 3.792 0.484 -1.842 -0.7056
P 5.513 0.434 0.111 0.7094
N 5.739 1.911 0.613 -0.7525
O 5.060 -0.513 1.384 -0.5134
O 6.887 -0.274 -0.389 -0.5112
H 2.112 -1.671 0.264 0.2783
H 1.810 -3.001 -0.862 0.3837
H 1.340 -1.356 -1.279 0.1581
H 3.364 -2.214 -2.411 0.3537
H 2.381 1.070 -0.814 0.0242
H 4.306 2.199 -2.199 0.0478
H 5.058 -0.043 -3.072 0.0332
H 2.635 0.405 -3.272 -0.0206
H 5.507 1.933 1.602 0.2389
H 4.220 -0.203 1.744 0.2828
H 6.601 -0.887 -1.087 0.3366
C -0.989 0.712 -1.802 -0.6324
O -1.705 -0.515 -1.941 -0.4373
C -2.084 -1.120 -0.738 -0.3201
C -3.438 -0.630 -0.273 -0.6696
N -3.374 0.800 0.206 0.0327
C -2.582 1.092 1.456 -0.4971
C -3.200 0.488 2.701 -0.5606
O -4.368 1.164 3.096 -0.4015
C -5.592 0.681 2.562 -0.6607
H -0.208 0.738 -2.559 0.2438
H -1.657 1.569 -1.987 0.3222
H -0.512 0.807 -0.823 0.2552
H -1.311 -0.999 0.029 0.2692
H -2.169 -2.191 -0.929 0.3969
H -3.844 -1.239 0.531 0.3304
H -4.138 -0.633 -1.106 0.4119
H -4.324 1.147 0.345 0.3010
H -3.003 1.368 -0.560 0.2772
H -2.563 2.176 1.546 0.4186
H -1.568 0.735 1.296 0.3075
H -2.476 0.619 3.505 0.3838
H -3.377 -0.588 2.606 0.3475
H -5.517 -0.364 2.245 0.2958
H -5.920 1.303 1.718 0.2867
H -6.352 0.755 3.335 0.2702


(2)
52
Properties=species:S:1:pos:R:3:mulliken_charge:R:1 method="wB97M-V/def2-TZVPD" total_charge=+2 orbital_gap_ev=4.18 molar_mass_g_mol=474.19 largest_force_ev_per_a=8.20 lumo_energy_ev=-10.710 total_energy_ev=-41075.7840
In -17.443 25.359 -11.473 1.4813
C -21.182 24.827 -7.768 -1.4961
C -19.847 25.314 -8.342 1.0240
C -18.788 24.391 -7.698 -1.4314
O -19.871 25.402 -9.721 -0.2953
H -21.243 23.743 -7.666 0.3852
H -22.063 25.238 -8.260 0.4132
H -21.396 25.087 -6.731 0.4240
H -19.648 26.295 -7.909 0.0056
H -17.768 24.760 -7.589 0.3197
H -18.733 23.449 -8.244 0.4472
H -19.042 24.218 -6.652 0.4148
C -16.403 27.572 -8.097 0.5865
O -16.506 26.817 -9.041 -0.5547
N -15.404 28.407 -7.798 -0.3211
N -17.166 27.596 -7.097 -0.2589
H -15.536 28.824 -6.887 0.1172
H -14.505 28.352 -8.254 0.2506
H -17.965 26.980 -7.047 0.0849
H -16.935 28.334 -6.448 0.1349
C -16.160 26.166 -15.160 0.5899
O -16.862 26.290 -14.181 -0.4176
N -15.434 25.124 -15.347 -0.3606
N -16.132 26.948 -16.149 -0.3433
H -14.735 25.206 -16.071 0.1556
H -15.422 24.347 -14.701 0.2146
H -15.842 26.475 -16.993 0.1789
H -16.012 27.946 -16.051 0.2000
C -20.681 24.285 -13.663 0.6207
O -19.619 24.370 -13.106 -0.5933
N -21.030 24.564 -14.897 -0.3626
N -21.791 23.767 -13.124 -0.4177
H -21.968 24.777 -15.204 0.2080
H -20.223 24.792 -15.461 0.1932
H -22.631 23.754 -13.685 0.1286
H -21.834 23.291 -12.234 0.2062
C -17.501 22.395 -13.951 0.8230
O -16.991 23.418 -13.688 -0.6161
N -17.279 21.336 -13.320 -0.4318
N -18.354 22.237 -14.959 -0.4058
H -16.827 21.503 -12.433 0.2345
H -17.704 20.505 -13.708 0.1560
H -18.684 21.284 -15.021 0.1612
H -18.710 23.050 -15.441 0.1608
C -15.053 28.484 -12.257 0.5289
O -15.632 27.508 -11.935 -0.4870
N -15.298 29.216 -13.232 -0.2638
N -14.181 29.096 -11.444 -0.4271
H -15.994 29.064 -13.948 0.2064
H -14.873 30.128 -13.144 0.1312
H -14.175 28.874 -10.459 0.1483
H -13.717 29.942 -11.743 0.1492


(3)
43
Properties=species:S:1:pos:R:3:mulliken_charge:R:1 method="wB97M-V/def2-TZVPD" orbital_gap_ev=9.89 molar_mass_g_mol=249.30 de_lowest_kj_mol=65.75 largest_force_ev_per_a=1.80 lumo_energy_ev=0.447 total_energy_ev=-24554.3914
C -12.884 -7.676 -7.932 -0.6654
O -12.776 -6.269 -7.579 -0.3726
C -13.594 -5.783 -6.523 -0.6966
C -12.709 -5.229 -5.385 -0.6128
N -11.954 -6.294 -4.750 -0.2317
C -10.858 -5.729 -3.993 -0.9180
C -10.089 -6.744 -3.095 -0.6291
O -10.864 -7.021 -1.929 -0.1149
C -10.529 -8.189 -1.121 -0.9065
H -12.300 -8.368 -7.326 0.2724
H -12.447 -7.758 -8.927 0.2690
H -13.920 -8.016 -7.958 0.3033
H -14.340 -6.473 -6.130 0.3570
H -14.206 -4.970 -6.913 0.3951
H -13.295 -4.735 -4.610 0.3380
H -12.021 -4.502 -5.817 0.4830
H -11.553 -6.807 -5.522 0.1586
H -11.185 -4.925 -3.334 0.4021
H -10.133 -5.309 -4.690 0.4664
H -9.208 -6.175 -2.798 0.3330
H -9.860 -7.644 -3.666 0.3995
H -11.358 -8.312 -0.423 0.2491
H -9.589 -8.065 -0.584 0.3213
H -10.602 -9.118 -1.686 0.3503
C -13.658 -4.949 0.640 -0.5607
C -12.354 -5.283 1.244 -0.2237
O -11.496 -4.220 0.946 -0.5338
O -13.631 -5.089 -0.789 -0.4547
H -13.969 -3.954 0.960 0.3278
H -14.418 -5.611 1.053 0.3979
H -11.949 -6.233 0.896 0.0821
H -12.601 -5.245 2.305 0.4168
H -10.804 -4.165 1.609 0.2946
H -12.818 -4.596 -0.921 0.2077
O -14.522 -9.465 -4.288 -0.6868
H -14.068 -8.796 -3.776 0.4659
H -15.444 -9.366 -4.050 0.2819
O -13.753 -7.451 -2.809 -0.7334
H -13.215 -7.081 -3.510 0.5186
H -13.512 -6.948 -2.031 0.2140
O -16.463 -5.745 -1.490 -0.6337
H -15.601 -5.347 -1.369 0.3798
H -16.779 -5.910 -0.602 0.2894